The following is a DFT calculation (ωB97M-V/def2-TZVPD) of 2 unconnected molecules or ions with the total composition C11H13N2O at a distorted geometry.

Last column: Mulliken charge in e.
Positions of all 27 atoms, in Å:
C: -2.25 1.71 -3.48  -0.534
C: -1.73 0.51 -3.92  -0.333
C: -1.92 2.22 -2.24  -0.465
C: -0.86 -0.22 -3.11  -0.648
C: -1.06 1.52 -1.40  -0.374
C: -0.61 0.34 -1.90  0.642
C: 2.32 -1.08 -0.62  0.398
C: 2.35 0.28 1.51  -0.629
C: 1.18 -0.14 2.40  -0.485
C: 0.11 -1.56 0.69  -0.786
C: 0.97 -0.86 -0.31  0.131
N: 2.02 0.06 0.12  -0.131
N: 0.77 -1.53 2.05  -0.164
O: 3.24 -1.69 -1.07  -0.495
H: -2.92 2.27 -4.12  0.392
H: -1.97 0.12 -4.90  0.385
H: -2.32 3.17 -1.90  0.374
H: -0.42 -1.15 -3.43  0.438
H: -0.78 1.90 -0.43  0.385
H: 2.56 1.35 1.65  0.314
H: 3.26 -0.27 1.76  0.362
H: 1.46 -0.08 3.45  0.384
H: 0.33 0.52 2.21  0.329
H: -0.86 -1.05 0.79  0.390
H: -0.07 -2.59 0.39  0.371
H: 1.61 -2.13 2.04  0.379
H: 0.13 -1.90 2.77  0.369

Properties
- Net charge: +1
- Maximum force: 3.12 eV/A
- Electronic energy: -611.27859 a.u.
- LUMO energy (alpha / beta): -3.72 / -4.14 eV